{
  "formula": "C25H20I2MgN5O4",
  "method": "the ωB97M-V functional and the def2-TZVPD basis",
  "relative_energy_kj_mol": 0.0,
  "largest_force_ev_per_a": 0.39,
  "e_lumo_ev": 2.15,
  "total_charge": -1,
  "symbols": ["Mg", "O", "C", "C", "C", "C", "C", "C", "C", "O", "N", "N", "C", "C", "C", "C", "C", "C", "N", "H", "H", "H", "H", "H", "H", "H", "H", "H", "H", "I", "C", "C", "C", "I", "C", "C", "C", "C", "N", "C", "C", "O", "H", "H", "H", "H", "N", "C", "O", "C", "C", "H", "H", "H", "H", "H", "H"],
  "xyz": [[-0.475658, 0.030202, -0.130475], [1.012419, -3.725062, 3.298721], [-0.022682, -3.143163, 3.921347], [-0.616388, -3.827821, 4.986019], [-1.682500, -3.276288, 5.669043], [-2.188205, -2.032039, 5.304027], [-1.610615, -1.357516, 4.244143], [-0.530431, -1.886871, 3.541752], [0.000626, -1.116029, 2.376147], [-0.623725, -0.098872, 1.980823], [1.096440, -1.624770, 1.811471], [1.463531, -0.920051, 0.699862], [2.442269, -1.396801, 0.036468], [2.950334, -0.718723, -1.160054], [3.564884, -1.468806, -2.163938], [3.965165, -0.830718, -3.324888], [3.761002, 0.534451, -3.437881], [3.184740, 1.202287, -2.365982], [2.793571, 0.605251, -1.249969], [1.295567, -3.080534, 2.578165], [-0.211606, -4.795098, 5.255117], [-2.126502, -3.822457, 6.493221], [-3.024930, -1.599956, 5.837493], [-1.987858, -0.398507, 3.912750], [2.896071, -2.345618, 0.324170], [3.686759, -2.537236, -2.040610], [4.417617, -1.392086, -4.132637], [4.038780, 1.078127, -4.330637], [3.025624, 2.275910, -2.413914], [-0.112562, 0.388771, -5.312016], [-0.050320, 1.861071, -3.837302], [-0.019589, 3.205190, -4.214782], [0.071497, 4.208405, -3.284943], [0.116437, 6.192612, -3.948253], [0.125977, 3.884670, -1.903411], [0.209905, 4.826549, -0.853564], [0.243901, 4.404307, 0.447470], [0.189194, 3.026586, 0.714027], [0.120959, 2.135421, -0.240827], [0.089600, 2.521234, -1.532177], [0.015961, 1.431141, -2.504557], [0.024349, 0.227079, -2.121352], [-0.064021, 3.446154, -5.268826], [0.241998, 5.881461, -1.092458], [0.303791, 5.109479, 1.265204], [0.193270, 2.643224, 1.728308], [-3.111136, -2.790181, 0.554238], [-2.380516, -1.986298, -0.254345], [-1.146744, -2.062659, -0.250628], [-3.099529, -0.956151, -1.071821], [-2.674244, 0.403278, -0.491895], [-2.621483, -3.296577, 1.274650], [-4.088821, -2.598915, 0.676355], [-4.179152, -1.180258, -1.103356], [-2.708911, -1.046559, -2.089348], [-3.262579, 0.603007, 0.414264], [-2.921534, 1.186756, -1.218410]],
  "forces_ev_per_a": [[-0.363, 0.144, 0.053], [-0.006, 0.033, -0.026], [0.054, 0.001, 0.005], [0.025, -0.008, -0.013], [-0.002, -0.014, 0.005], [-0.032, 0.017, 0.022], [-0.016, 0.005, -0.052], [0.042, 0.026, 0.001], [-0.053, -0.028, 0.017], [0.068, -0.049, -0.126], [0.011, -0.104, 0.127], [-0.018, -0.203, -0.258], [-0.097, 0.035, 0.150], [0.083, 0.105, -0.260], [-0.076, 0.074, 0.036], [-0.013, 0.002, 0.027], [0.013, -0.001, -0.024], [0.030, 0.012, -0.024], [0.038, -0.060, 0.067], [-0.004, -0.007, 0.042], [-0.004, -0.003, 0.005], [0.001, 0.001, 0.002], [-0.001, -0.003, 0.000], [0.000, 0.001, 0.005], [0.039, 0.033, 0.090], [-0.006, -0.008, 0.004], [-0.003, 0.001, -0.004], [0.002, -0.011, -0.007], [-0.002, -0.003, 0.002], [-0.004, -0.011, 0.011], [0.114, -0.171, -0.025], [0.022, 0.093, -0.031], [0.003, -0.128, 0.015], [0.000, -0.004, -0.003], [0.011, 0.102, -0.044], [0.000, -0.051, 0.093], [0.002, -0.017, -0.107], [0.035, -0.005, 0.065], [-0.063, -0.093, 0.113], [0.019, 0.126, -0.106], [-0.020, 0.234, -0.056], [-0.017, -0.100, 0.065], [0.000, 0.024, 0.009], [0.001, 0.008, 0.005], [0.001, 0.012, -0.003], [-0.009, -0.003, -0.001], [0.056, -0.032, -0.117], [-0.116, -0.008, 0.085], [0.142, 0.056, 0.121], [-0.051, -0.092, -0.039], [0.137, 0.039, 0.034], [0.003, 0.001, 0.011], [0.004, -0.005, 0.004], [0.018, 0.006, 0.017], [-0.021, -0.014, -0.004], [0.012, 0.029, 0.009], [0.011, 0.015, 0.015]]
}


{
  "formula": "C25H20N2O2PdSTe",
  "method": "the ωB97M-V functional and the def2-TZVPD basis",
  "relative_energy_kj_mol": 0.0,
  "largest_force_ev_per_a": 0.27,
  "e_lumo_ev": [-0.97, -0.96],
  "symbols": ["Pd", "C", "C", "C", "C", "C", "C", "H", "H", "H", "H", "H", "H", "Te", "C", "C", "C", "C", "S", "H", "H", "H", "O", "C", "N", "C", "C", "O", "N", "C", "C", "C", "C", "C", "C", "C", "C", "C", "C", "C", "C", "H", "H", "H", "H", "H", "H", "H", "H", "H", "H", "H"],
  "xyz": [[0.070247, 0.745229, 0.069728], [-2.130245, -0.326417, 0.578148], [-2.079068, 0.854211, 1.320051], [-0.989643, 1.064571, 2.175287], [-0.030427, 0.054777, 2.362940], [-0.155041, -1.179744, 1.707359], [-1.176361, -1.346319, 0.778731], [-2.911021, -0.471080, -0.155777], [-2.826568, 1.622622, 1.185985], [-0.891675, 1.996533, 2.714094], [0.802895, 0.240432, 3.026205], [0.570708, -1.962532, 1.875643], [-1.227940, -2.246791, 0.183466], [2.212775, 2.127165, 0.034325], [3.491533, 0.536049, -0.414361], [3.335949, -0.808331, -0.228013], [4.448388, -1.568431, -0.679813], [5.440777, -0.792620, -1.194847], [5.006718, 0.866253, -1.164794], [2.434397, -1.245269, 0.177500], [4.501847, -2.646062, -0.621723], [6.397051, -1.101180, -1.585425], [-0.196107, 2.779863, -2.592489], [-0.022210, 1.609636, -2.834567], [-0.024456, 1.022170, -4.082120], [0.358621, -0.380012, -4.027027], [0.422012, -0.594973, -2.493808], [0.607619, -1.662558, -1.944290], [0.186763, 0.597304, -1.897039], [1.702908, -0.598484, -4.706315], [2.891767, -0.671364, -3.991285], [4.102942, -0.788203, -4.662935], [4.135443, -0.828292, -6.047333], [2.949194, -0.755727, -6.765803], [1.741244, -0.646194, -6.098613], [-0.717388, -1.309859, -4.578668], [-0.445697, -2.672210, -4.680224], [-1.417163, -3.545762, -5.137961], [-2.670498, -3.069522, -5.503891], [-2.943992, -1.715261, -5.403196], [-1.971321, -0.837432, -4.938331], [0.226963, 1.597882, -4.869413], [2.885527, -0.646063, -2.908840], [5.020081, -0.846459, -4.091573], [5.080713, -0.918680, -6.566834], [2.965402, -0.791724, -7.847612], [0.814222, -0.613063, -6.660142], [0.529851, -3.041974, -4.392319], [-1.195655, -4.602795, -5.212187], [-3.427087, -3.752568, -5.868015], [-3.916491, -1.334642, -5.688624], [-2.185503, 0.219800, -4.854954]],
  "forces_ev_per_a": [[0.097, 0.008, 0.058], [0.033, -0.002, 0.038], [-0.007, -0.043, -0.033], [-0.045, 0.095, 0.067], [0.101, 0.008, -0.082], [-0.077, 0.008, 0.058], [-0.010, -0.016, 0.000], [-0.005, 0.006, 0.000], [-0.003, -0.002, -0.006], [0.005, 0.006, -0.015], [0.011, -0.033, -0.008], [0.000, 0.002, -0.020], [0.007, -0.002, 0.004], [-0.263, -0.072, 0.032], [0.176, -0.056, -0.071], [-0.114, 0.047, 0.033], [0.073, -0.025, -0.024], [-0.051, 0.080, 0.017], [-0.024, -0.074, 0.032], [0.020, 0.008, -0.004], [0.004, -0.004, -0.005], [-0.001, -0.016, -0.001], [-0.024, 0.014, -0.026], [0.071, -0.068, 0.022], [-0.013, 0.044, -0.021], [-0.070, -0.062, 0.017], [-0.009, 0.077, -0.090], [0.018, -0.027, 0.024], [0.067, 0.087, 0.008], [0.043, 0.010, 0.007], [0.006, 0.014, -0.024], [-0.027, 0.003, 0.007], [0.009, 0.002, 0.003], [0.020, -0.004, -0.034], [-0.022, -0.012, 0.022], [0.034, 0.023, -0.001], [-0.006, -0.004, 0.006], [0.005, -0.010, -0.001], [-0.003, 0.011, 0.000], [-0.006, -0.011, -0.005], [-0.006, 0.011, 0.003], [-0.010, -0.004, 0.001], [0.000, -0.005, 0.027], [-0.006, -0.002, -0.003], [0.000, -0.002, -0.004], [-0.001, 0.001, 0.000], [0.009, 0.004, -0.003], [-0.002, -0.006, 0.001], [-0.001, -0.001, -0.002], [-0.002, -0.002, 0.000], [-0.002, 0.001, -0.001], [0.001, -0.005, 0.001]]
}


{
  "formula": "C25H20O5",
  "method": "the ωB97M-V functional and the def2-TZVPD basis",
  "relative_energy_kj_mol": 365.4,
  "largest_force_ev_per_a": 5.96,
  "e_lumo_ev": -0.57,
  "smiles": "O=C1C=CC2(Oc3cccc4cccc(c34)O2)C2=C1[C@@H](O)[C@H]1[C@H]([C@@H]3C=C[C@H]1C3)[C@H]2O",
  "symbols": ["O", "C", "C", "C", "C", "O", "C", "C", "C", "C", "C", "C", "C", "C", "C", "C", "O", "C", "C", "C", "O", "C", "C", "C", "C", "C", "C", "C", "C", "O", "H", "H", "H", "H", "H", "H", "H", "H", "H", "H", "H", "H", "H", "H", "H", "H", "H", "H", "H", "H"],
  "xyz": [[-2.151272, -4.106863, 0.571296], [-1.431139, -3.156247, 0.875980], [-0.230543, -3.519179, 1.532956], [0.816105, -2.612074, 1.647694], [0.635793, -1.175664, 1.208971], [0.951934, -0.406777, 2.392266], [1.854026, 0.632054, 2.257102], [1.982096, 1.476584, 3.352858], [2.866995, 2.546222, 3.254422], [3.658537, 2.688408, 2.089892], [3.490998, 1.853690, 0.951657], [4.214079, 2.048194, -0.232530], [3.978526, 1.206112, -1.353788], [3.078856, 0.110323, -1.208590], [2.351975, -0.059439, -0.039345], [2.581766, 0.806519, 1.053447], [1.454506, -1.082379, 0.011478], [-0.776528, -0.785678, 0.790838], [-1.745652, -1.751358, 0.512672], [-3.083348, -1.313873, -0.034566], [-3.839857, -0.815236, 1.069718], [-2.954107, -0.190673, -1.083605], [-1.807988, 0.853083, -0.838604], [-0.928505, 0.672638, -2.107201], [-1.798988, 1.270947, -3.213038], [-2.817120, 0.405846, -3.481452], [-2.577424, -0.751693, -2.473210], [-1.058729, -0.796758, -2.480662], [-1.056768, 0.645644, 0.499495], [-1.990777, 1.039649, 1.520492], [-0.093303, -4.503940, 1.898864], [1.786445, -2.786719, 2.091988], [1.366588, 1.315708, 4.227769], [2.941246, 3.250929, 4.091206], [4.352370, 3.520267, 2.093911], [4.882172, 2.894570, -0.313225], [4.531785, 1.370586, -2.280629], [2.879997, -0.577694, -2.050734], [-3.676328, -2.111558, -0.494419], [-4.227261, -1.565042, 1.565519], [-3.906772, 0.310108, -1.174823], [-2.227480, 1.881227, -0.817140], [0.126536, 1.021079, -2.055389], [-1.691651, 2.250222, -3.663085], [-3.571897, 0.496518, -4.218113], [-3.022178, -1.697570, -2.750345], [-0.634442, -1.031672, -3.455344], [-0.570235, -1.451700, -1.768764], [-0.135958, 1.256219, 0.532801], [-2.777081, 0.426438, 1.493309]],
  "forces_ev_per_a": [[-0.588, 0.839, -0.127], [-2.000, -0.925, -1.284], [4.949, 3.066, 1.266], [-2.883, -1.174, -0.237], [-0.888, -0.939, 0.456], [0.827, 0.076, -1.484], [-0.359, 0.274, 0.948], [-0.400, -0.755, -0.998], [1.339, 0.232, -1.395], [-1.069, 0.502, 1.706], [0.724, 0.832, 0.938], [-0.368, -1.020, -2.387], [0.233, 0.565, 2.164], [-0.422, 0.036, -0.407], [1.130, 0.493, -1.088], [-1.290, -1.022, 0.493], [-0.113, 0.718, 1.249], [-1.009, -2.618, -1.385], [2.419, 1.526, 0.809], [0.166, 0.043, -0.314], [-1.128, -0.344, 0.608], [0.585, -0.204, 0.118], [0.536, -0.025, 0.104], [0.595, 0.842, -0.764], [-1.176, -0.684, -0.739], [2.707, 0.370, 1.672], [-0.440, -0.304, -1.257], [0.386, -0.014, 0.398], [-1.671, 0.191, -0.074], [0.196, 0.343, 0.340], [-0.184, -0.829, 0.054], [-0.036, -0.376, -0.003], [-0.004, -0.058, -0.057], [0.178, -0.285, -0.470], [0.075, -0.091, -0.366], [0.084, -0.055, 0.000], [-0.285, -0.128, 0.286], [0.170, 0.463, 0.564], [0.503, -0.205, 0.098], [0.408, 0.599, -0.345], [-0.348, 0.037, 0.268], [0.369, -0.618, 0.168], [-0.784, 0.149, 0.139], [0.173, -0.005, 0.084], [-0.756, 0.098, -0.316], [-0.488, -0.181, 0.114], [-0.148, 0.181, -0.131], [-0.229, -0.214, 0.274], [-0.622, -0.031, 0.214], [0.941, 0.630, 0.097]]
}


{
  "formula": "C25H21BaClN2O7",
  "method": "the ωB97M-V functional and the def2-TZVPD basis",
  "relative_energy_kj_mol": 72.5,
  "largest_force_ev_per_a": 1.60,
  "e_lumo_ev": 3.89,
  "total_charge": -2,
  "symbols": ["Ba", "C", "C", "C", "C", "C", "H", "H", "H", "H", "H", "O", "C", "O", "C", "C", "N", "N", "C", "C", "O", "O", "H", "H", "H", "C", "C", "C", "C", "C", "C", "H", "H", "H", "H", "H", "C", "C", "C", "C", "Cl", "C", "C", "C", "O", "C", "C", "O", "O", "H", "H", "H", "H", "H", "H", "H", "H"],
  "xyz": [[-0.091697, 1.500368, 1.730524], [-0.072883, 5.411198, 1.833618], [1.034928, 4.558870, 2.032699], [0.935005, 4.013994, 3.329454], [-0.230289, 4.527508, 3.932253], [-0.849861, 5.387023, 3.005369], [-0.298052, 5.963783, 0.930247], [1.840989, 4.378921, 1.329762], [1.654463, 3.347679, 3.794325], [-0.605605, 4.274061, 4.914760], [-1.788933, 5.904437, 3.153118], [-6.061212, -0.441010, 0.204814], [-5.208422, -1.286951, -0.350469], [-5.587947, -2.310192, -0.880275], [-3.753938, -0.998379, -0.203231], [-2.787379, -1.786984, -0.806625], [-1.597474, -1.263477, -0.507077], [-1.709861, -0.182177, 0.266968], [-3.008587, 0.005796, 0.464494], [-3.421354, 1.166674, 1.357430], [-4.620236, 1.501465, 1.331912], [-2.488616, 1.677412, 2.024815], [-5.576479, 0.333625, 0.660830], [-2.895520, -2.664058, -1.421242], [-0.632812, -1.535305, -0.733682], [2.584659, -2.583162, 4.613402], [1.509214, -2.827767, 3.768287], [0.831605, -1.760070, 3.181577], [1.152543, -0.401758, 3.380728], [2.249290, -0.225545, 4.248989], [2.955100, -1.265029, 4.852735], [3.126032, -3.403163, 5.075415], [1.205854, -3.850937, 3.563588], [0.004534, -2.021368, 2.518237], [2.589126, 0.785129, 4.482693], [3.793296, -1.046864, 5.509667], [2.269305, -3.204064, -4.580856], [1.303497, -2.057925, -4.606588], [0.182703, -2.070301, -5.420327], [-0.716787, -1.016784, -5.398654], [-2.124438, -1.074667, -6.444103], [-0.522702, 0.065050, -4.566517], [0.602433, 0.100658, -3.750642], [1.508792, -0.953460, -3.770647], [2.653515, -0.989063, -3.040976], [2.775311, -0.081175, -1.946238], [1.686845, -0.199157, -0.878959], [1.101258, -1.287497, -0.749730], [1.483275, 0.871453, -0.247984], [1.919625, -4.007233, -5.230146], [2.375542, -3.587847, -3.564932], [3.268223, -2.904360, -4.903756], [-0.002275, -2.916389, -6.070927], [-1.243449, 0.870749, -4.540216], [0.744101, 0.942309, -3.087367], [2.826304, 0.947481, -2.308752], [3.729445, -0.331528, -1.481790]],
  "forces_ev_per_a": [[1.286, 0.801, 0.519], [-0.005, -0.201, 0.004], [0.065, 0.003, -0.160], [0.178, -0.036, 0.168], [-0.063, -0.064, -0.184], [-0.039, -0.047, 0.020], [0.017, 0.021, 0.006], [0.011, 0.038, 0.001], [-0.003, 0.020, 0.022], [0.027, 0.017, 0.018], [0.001, 0.003, 0.001], [0.206, 0.584, 0.199], [0.329, -0.248, 0.731], [-0.083, 0.113, -0.297], [-0.093, 0.026, -0.342], [0.013, -0.010, -0.049], [0.005, 0.071, 0.080], [-0.441, -0.161, -0.075], [-0.045, 0.029, 0.128], [0.142, -0.216, -0.167], [-0.373, -0.236, 0.021], [-1.415, 0.029, -0.074], [0.007, -0.206, -0.284], [-0.027, -0.002, 0.012], [0.094, -0.014, -0.032], [0.025, -0.008, 0.020], [0.050, 0.075, 0.038], [-0.081, -0.021, -0.069], [0.187, -0.274, 0.246], [0.017, 0.104, 0.039], [-0.078, -0.037, -0.053], [-0.006, -0.003, -0.004], [-0.017, -0.002, -0.012], [0.003, 0.018, -0.008], [-0.023, 0.008, -0.027], [0.009, -0.006, 0.006], [0.020, -0.077, 0.016], [-0.112, 0.053, -0.059], [0.024, -0.068, -0.018], [-0.102, 0.027, -0.078], [0.091, 0.007, 0.069], [0.017, -0.001, 0.019], [-0.059, -0.053, 0.015], [0.277, 0.090, 0.121], [-0.170, -0.098, 0.115], [0.314, -0.067, -0.262], [-0.538, 0.358, 0.083], [0.125, -0.112, -0.212], [0.247, -0.320, -0.321], [0.019, -0.011, 0.007], [-0.019, 0.007, 0.001], [-0.020, 0.058, -0.010], [0.007, 0.002, 0.008], [0.011, 0.001, 0.001], [0.010, -0.012, 0.041], [-0.029, 0.005, 0.041], [0.008, 0.042, -0.020]]
}